1.
56
Properties=species:S:1:pos:R:3:forces:R:3:mulliken_charge:R:1 method="wB97M-V/def2-TZVPD" lumo_ev=2.33 multiplicity=1 e_tot_ha=-2484.98846 charge=-1 homo_lumo_gap_ha=0.26525
C 8.54302 -0.53744 2.22060 0.6 -0.4 -0.3 -0.20
C 7.45486 -0.03641 2.22681 -0.5 0.2 -0.1 -0.36
C 6.13453 0.53455 2.13133 0.0 0.3 0.0 -0.88
Al 5.24232 -0.21845 0.46760 -0.2 -0.2 0.7 0.28
O 4.63596 0.96866 -0.76770 0.7 -0.3 -0.4 -0.69
C 3.78543 0.17240 -1.55596 -0.2 -0.3 -0.4 -0.21
P 4.96024 -0.95192 -2.56100 0.2 -0.7 0.7 0.19
O 5.88367 0.26530 -3.15111 0.1 0.0 -0.5 -0.47
I 3.68390 -1.66278 -4.57146 -0.1 0.5 -0.3 -0.25
C 2.80913 -0.51905 -0.55705 0.1 0.3 2.4 1.24
C 1.84279 0.49532 0.06685 -0.2 -0.6 -0.2 -0.06
C 1.40679 0.28475 1.37909 -0.5 0.9 -0.3 -0.55
C 0.55547 1.25329 1.89941 0.6 -0.7 -0.1 -0.53
C 0.20209 2.32802 1.11529 -0.9 1.2 0.4 -0.41
N 0.55651 2.56715 -0.14580 0.7 -1.3 0.5 -0.70
C 1.37864 1.60821 -0.61870 -0.2 0.3 -0.5 -0.23
P 2.08871 -2.14915 -1.16332 0.7 0.0 -2.8 -0.13
O 2.56653 -3.30667 -0.11278 -1.0 0.2 0.8 -0.52
O 0.45090 -2.03477 -0.95416 0.6 -0.3 1.0 -0.25
O 3.59600 -0.94568 0.57612 0.6 0.1 -0.8 -0.52
H 9.38566 -1.10012 1.90921 0.3 0.0 0.3 0.39
H 5.59151 0.30853 3.04940 -0.3 0.1 0.0 0.36
H 6.25930 1.61787 2.06353 -0.3 0.1 0.0 0.35
H 6.26358 -1.34901 -0.02301 0.0 0.1 -0.3 -0.33
H 3.31591 0.74060 -2.36232 -0.4 0.3 0.3 0.71
H 6.14750 0.85759 -2.43259 -0.3 0.1 0.2 0.35
H 1.71304 -0.55476 1.97730 0.2 -0.2 -0.1 0.64
H 0.17819 1.16972 2.90692 -0.1 0.1 0.1 0.36
H -0.44053 3.07508 1.57649 -0.1 0.1 -0.1 0.49
H 1.71079 1.73498 -1.64042 -0.1 0.2 -0.1 0.30
H 3.47912 -3.53801 -0.31282 0.1 0.1 0.0 0.34
H 0.16802 -2.80387 -0.44021 -0.2 0.1 0.1 0.25
C -7.46116 -0.06373 0.47714 0.1 -0.1 0.0 -0.71
O -6.72283 -0.45951 -0.66003 -0.1 0.2 0.2 -0.34
C -6.27994 0.62360 -1.47204 0.1 -0.1 -0.3 -0.81
C -4.77617 0.78532 -1.40175 0.0 -0.1 0.3 -0.12
N -4.35578 1.27468 -0.09655 0.0 -0.1 0.0 -0.28
C -2.90718 1.22825 0.12252 -0.2 0.1 0.0 -0.92
C -2.20812 -0.12159 0.12461 0.3 0.1 -0.1 0.53
O -2.54182 -0.95348 1.22713 -0.1 0.0 -0.1 -0.41
C -3.70793 -1.73085 1.06174 0.1 0.0 0.2 -0.59
H -7.86947 -0.96468 0.93312 0.0 0.0 0.0 0.24
H -6.82985 0.44074 1.21630 -0.1 0.1 0.0 0.30
H -8.29064 0.59518 0.20151 0.0 0.0 0.0 0.34
H -6.78901 1.55492 -1.20687 0.0 0.0 0.1 0.42
H -6.55265 0.37645 -2.50240 0.0 0.0 0.0 0.40
H -4.45901 1.49848 -2.16820 0.0 0.0 0.0 0.34
H -4.33089 -0.19064 -1.63865 0.0 0.0 -0.2 0.17
H -4.80459 0.72057 0.62089 0.0 0.0 0.0 0.15
H -2.71706 1.69946 1.08946 0.1 0.0 0.0 0.30
H -2.42671 1.85425 -0.63543 0.0 0.0 0.0 0.35
H -1.14318 0.09425 0.21628 0.0 -0.2 0.0 -0.34
H -2.32637 -0.67012 -0.81697 -0.1 0.0 0.0 0.30
H -3.86630 -2.01660 0.01825 0.0 0.1 0.0 0.30
H -4.59419 -1.20960 1.43944 -0.1 0.0 -0.1 0.15
H -3.58873 -2.63925 1.65496 0.0 0.0 0.0 0.30

***

2.
63
Properties=species:S:1:pos:R:3:forces:R:3:mulliken_charge:R:1 method="wB97M-V/def2-TZVPD" lumo_ev="2.24 / 2.20" multiplicity=2 e_tot_ha=-5554.18679 charge=-1 s2=0.752 homo_lumo_gap_ha="0.08892 / 0.35577"
C -0.55079 -4.23034 -16.03904 0.0 -0.6 0.0 -0.03
C -1.03545 -5.64016 -16.13710 0.7 2.9 -0.1 0.32
N -1.46776 -6.68853 -16.15420 -0.5 -1.7 0.0 -0.49
H 0.25942 -4.20219 -15.31043 -0.1 0.1 0.0 0.37
H -1.34842 -3.54796 -15.74538 -0.1 -0.3 0.3 -0.04
H -0.18278 -3.80465 -16.97256 0.0 -0.5 -0.1 -0.14
C 1.09990 0.68532 -17.37656 -0.8 0.1 -0.1 0.37
C 1.94086 1.79669 -17.00049 2.3 2.4 1.2 0.08
N 2.62649 2.68101 -16.64399 -1.8 -2.3 -1.0 -0.50
H 0.07980 0.95888 -17.10703 -0.1 0.0 0.0 -0.34
H 1.31428 -0.21044 -16.79368 0.3 0.0 -0.3 0.34
H 1.10513 0.53827 -18.45659 0.2 -0.3 0.1 0.06
C 0.18433 -3.31275 -20.29944 0.2 0.1 -1.0 -0.52
O 0.79815 -2.01139 -20.35887 0.0 1.2 -0.1 -0.21
C 1.37253 -1.44727 -21.47357 0.2 -0.4 2.1 0.66
O 1.69389 -2.00518 -22.46947 -0.4 -0.7 -1.0 -0.55
O 1.69750 -0.16808 -21.16766 -0.6 -0.3 -0.1 -0.24
C 1.90505 0.71053 -22.28273 -0.3 0.1 -0.7 -0.73
H -0.02532 -3.59602 -19.26798 0.6 0.4 0.1 -0.09
H 0.83193 -4.03241 -20.80025 -0.1 -0.1 0.1 0.40
H -0.80431 -3.31344 -20.75844 0.1 0.2 -0.4 0.33
H 2.82694 1.28208 -22.17518 -0.1 -0.3 0.3 0.24
H 1.06308 1.39727 -22.36979 0.0 0.1 0.5 0.28
H 1.90678 0.18785 -23.23923 0.3 -0.3 0.2 0.35
C -6.33424 -1.09692 -10.58069 0.3 0.7 -0.5 -0.47
O -7.15614 -1.38014 -11.71800 -1.2 -0.4 -1.2 -0.37
C -6.59260 -1.46177 -12.95087 0.1 0.7 1.5 0.72
O -5.42623 -1.73524 -13.04267 -0.2 0.0 -1.4 -0.48
O -7.51110 -1.11748 -13.90710 0.2 -0.5 3.0 -0.31
C -7.12449 -1.12003 -15.22348 1.0 -0.3 -2.2 -0.35
H -5.72679 -0.23728 -10.86374 0.0 0.2 0.4 0.18
H -5.63355 -1.86002 -10.24184 -0.4 -0.5 -0.4 0.26
H -7.06653 -0.85488 -9.81045 0.3 0.0 0.0 0.22
H -6.79570 -2.10248 -15.56229 0.0 -0.2 0.1 0.23
H -6.30450 -0.43966 -15.45328 0.0 0.2 0.4 0.16
H -7.95851 -0.82912 -15.86214 -0.2 0.0 0.4 0.29
C -5.37231 -2.62942 -19.18200 -0.8 -1.1 -0.9 -0.55
O -5.75394 -3.61895 -18.19300 0.0 -0.1 0.2 -0.37
C -4.88508 -4.58286 -17.80967 2.2 0.9 -1.3 0.97
O -3.72695 -4.67307 -18.22418 -2.0 -0.1 0.8 -0.61
O -5.48546 -5.36751 -16.93337 -0.2 -0.9 0.0 -0.37
C -4.75326 -6.50976 -16.38832 0.5 0.4 0.1 -0.71
H -6.25292 -2.45252 -19.79952 -0.7 0.4 0.8 0.31
H -4.80884 -3.09605 -19.98999 1.2 0.2 0.7 0.32
H -5.02893 -1.69335 -18.74158 0.4 -0.4 -0.1 0.12
H -3.92544 -6.87016 -16.99900 -0.1 0.6 -0.3 0.35
H -5.40552 -7.37046 -16.24049 -0.5 0.5 0.0 0.28
H -4.34728 -6.17219 -15.43473 0.0 -0.2 0.0 0.27
C -3.32162 2.61789 -19.18064 0.3 0.0 0.8 0.08
Cl -3.96789 0.99143 -19.19447 0.0 -1.3 0.4 -0.23
Cl -3.76104 3.29095 -20.71509 -0.1 1.1 -0.8 -0.17
Cl -1.56041 2.70863 -18.89121 0.1 -0.3 -0.2 -0.15
H -3.75191 3.09476 -18.29999 -0.2 0.4 -0.2 0.27
C -2.37968 -0.69410 -16.63098 0.7 -0.1 0.3 -0.27
Cl -3.94095 -1.32862 -16.08068 0.6 0.1 -0.2 -0.04
Cl -1.73141 -1.64031 -17.99539 -0.2 0.1 0.2 0.19
Cl -1.18389 -0.66060 -15.26012 -0.8 -0.4 -1.1 -0.12
H -2.49859 0.31802 -17.01774 -0.1 0.0 0.4 0.07
C -3.55662 1.22711 -13.58408 -0.2 -1.5 0.8 0.70
Cl -2.19009 0.55084 -12.60158 0.6 0.1 1.1 -0.25
Cl -3.02116 2.18713 -14.96951 0.2 0.9 -1.7 -0.25
Cl -4.76565 2.07235 -12.60223 -0.8 0.4 0.7 -0.25
H -4.03087 0.29504 -13.89139 -0.1 0.3 -0.4 -0.57

***

3.
52
Properties=species:S:1:pos:R:3:forces:R:3:mulliken_charge:R:1 method="wB97M-V/def2-TZVPD" lumo_ev=-3.10 multiplicity=1 e_tot_ha=-1732.24485 charge=+1 homo_lumo_gap_ha=0.38882
C 2.47745 -2.63326 1.35599 -0.8 0.6 0.1 -1.07
C 1.51386 -1.58942 0.47313 0.8 0.7 3.0 0.40
F 2.19096 -0.25703 0.37858 -1.7 -3.4 -0.3 -0.30
S 1.23632 -2.22002 -1.26836 -0.3 -0.6 -0.2 0.27
C 0.62342 -4.02677 -1.15937 -0.2 -1.5 -0.2 -0.72
C -0.15144 -1.33040 -2.15756 -1.9 1.2 -0.7 -0.49
C -1.06810 -0.34963 -1.21757 -0.1 0.8 0.0 -0.64
C -1.95540 -1.11202 -0.06971 1.0 0.7 0.0 -0.01
C -3.52527 -1.37533 -0.46169 0.1 -0.3 1.3 0.77
F -4.37693 -0.51188 0.43825 2.3 -2.5 -3.3 -0.27
F -3.84977 -1.22193 -1.89877 0.8 -0.3 4.6 -0.27
C -3.85485 -2.94234 0.02006 -2.3 -0.5 0.4 0.57
F -3.36257 -3.21227 1.41626 -1.4 0.7 -5.1 -0.24
F -3.26594 -3.87254 -0.97490 -1.8 2.7 3.6 -0.23
F -5.32920 -3.10184 0.06985 5.2 0.0 -0.3 -0.22
H 3.47639 -2.89458 0.80067 -2.0 0.5 1.2 0.30
H 2.67164 -2.07800 2.39135 -0.3 -1.1 -2.5 0.37
H 1.83374 -3.58868 1.63815 1.5 2.0 -0.8 0.35
H 0.54699 -1.44498 1.11608 1.7 0.0 -1.6 0.20
H 1.19327 -4.59104 -2.03857 -1.3 1.4 1.8 0.37
H 0.94932 -4.54963 -0.16454 -0.6 1.3 -1.9 0.31
H -0.54795 -4.10999 -1.30665 2.5 0.4 0.4 0.22
H 0.33278 -0.67731 -3.00513 -0.6 -1.4 1.8 0.40
H -0.83180 -2.15638 -2.66094 1.6 1.5 1.1 0.39
H -0.37290 0.45554 -0.69138 -1.4 -1.8 -1.1 0.30
H -1.77792 0.28090 -1.93531 1.6 -1.5 1.4 0.45
H -1.36684 -2.10782 0.22483 -1.8 1.8 -0.8 0.18
H -1.90842 -0.43750 0.91112 -0.5 -1.5 -2.1 -0.27
C 5.20770 3.14784 -2.11673 0.0 0.1 0.0 -1.17
C 5.31590 1.76822 -1.47499 0.0 0.4 0.2 -0.31
C 5.14899 0.62875 -2.48218 -1.0 0.2 -0.3 -0.28
C 3.77687 0.71354 -3.13065 -7.6 0.2 -3.8 0.28
N 2.63861 0.78390 -3.66865 8.9 -0.7 4.4 -0.57
H 4.21942 3.31210 -2.55768 0.1 -0.1 0.0 0.35
H 5.36176 3.92926 -1.36591 0.0 -0.1 -0.1 0.34
H 5.96163 3.27559 -2.90190 -0.1 0.0 0.1 0.30
H 4.55699 1.68294 -0.68760 0.1 -0.1 -0.1 0.16
H 6.29428 1.67739 -0.99043 -0.1 -0.2 -0.1 0.34
H 5.24834 -0.33738 -1.97620 -0.2 0.1 -0.2 0.25
H 5.91911 0.68591 -3.25904 -0.3 0.0 0.0 0.33
C -4.70738 3.06479 2.46355 -0.1 0.0 -0.1 -0.97
C -3.80312 3.44792 3.63078 -0.5 -0.1 0.0 -0.45
C -2.31539 3.35568 3.28611 0.1 -1.0 -0.1 -0.35
C -1.96544 1.92786 2.89972 2.3 -7.9 -2.2 0.27
N -1.67513 0.74339 2.57914 -2.3 9.5 2.6 -0.69
H -4.55830 2.02326 2.16173 0.0 0.1 0.0 0.20
H -5.75923 3.17311 2.74634 0.2 0.0 -0.1 0.33
H -4.51974 3.70620 1.59487 -0.1 -0.1 0.1 0.30
H -4.02872 2.79535 4.48311 0.1 0.2 -0.1 0.31
H -4.03631 4.47293 3.93944 0.2 -0.1 0.0 0.32
H -1.71067 3.65292 4.14939 0.1 -0.2 -0.2 0.30
H -2.07097 4.02465 2.45388 0.1 -0.3 0.0 0.28

***

Q: Which value of charge does entry 3 give?
A: +1

***

Q: The highest charge belongs to which entry?
A: C16H27F6N2S